43
Properties=species:S:1:pos:R:3:mulliken_charge:R:1 method="wB97M-V/def2-TZVPD" homo_ev=-9.172 homo_lumo_gap_ev=8.951 charge=0 e_tot_ev=-41523.7426 de_lowest_kcal_mol=111.1 largest_force_ev_per_a=2.12 multiplicity=1 smiles="Cc1c(Cl)c([N+](=O)[O-])nn1CCCC(=O)NCCc1ccccc1"
Cl -1.767 -3.008 -1.469 -0.173
O -1.820 1.518 -1.499 -0.690
O 0.769 -2.156 2.249 -0.587
O 0.575 -3.265 0.416 -0.589
N 0.193 -2.435 1.221 1.058
N 0.196 0.898 -0.717 0.166
N -2.523 -0.291 1.152 0.925
N -1.423 -0.754 1.700 -0.915
C 1.649 -0.793 -1.772 -0.648
C 0.652 0.345 -1.978 -1.070
C 4.900 0.138 0.883 -0.390
C -0.995 -1.737 0.914 -0.038
C 2.789 -0.448 -0.847 0.363
C -4.010 -0.594 -0.846 -1.627
C -2.854 -0.935 0.008 0.483
C -1.870 -1.895 -0.183 0.492
C 4.448 1.091 -0.013 -0.713
C -2.750 2.158 1.064 -0.557
C -1.256 2.183 0.742 -0.803
C -0.998 1.503 -0.601 0.186
C 3.403 0.800 -0.873 -0.037
C 3.261 -1.401 0.049 -0.314
C 4.306 -1.112 0.907 -0.813
C -3.151 0.851 1.762 -1.005
H -0.674 1.707 1.533 0.496
H 2.808 -2.381 0.070 0.458
H -4.232 -1.429 -1.504 0.416
H -4.889 -0.357 -0.251 0.339
H -3.021 2.988 1.715 0.454
H 2.053 -1.063 -2.752 0.431
H -3.754 0.272 -1.459 0.279
H 1.134 -1.675 -1.386 0.222
H -2.799 0.860 2.795 0.371
H 0.880 0.956 0.022 0.312
H -3.293 2.264 0.123 0.303
H 4.911 2.067 -0.046 0.395
H 1.104 1.142 -2.583 0.376
H -0.921 3.217 0.639 0.517
H 4.653 -1.865 1.598 0.397
H 3.071 1.554 -1.572 0.312
H -4.236 0.726 1.747 0.367
H 5.714 0.368 1.554 0.382
H -0.232 -0.011 -2.512 0.468

9
Properties=species:S:1:pos:R:3:mulliken_charge:R:1 method="wB97M-V/def2-TZVPD" homo_ev=-9.390 homo_lumo_gap_ev=10.235 charge=0 e_tot_ev=-8175.4260 de_lowest_kcal_mol=29.0 largest_force_ev_per_a=3.54 multiplicity=1 smiles="NOC(N)=O"
O -0.812 0.322 -0.287 -0.257
O 1.054 -1.074 0.078 -0.616
N -1.529 -0.900 -0.604 -0.413
N 1.229 1.182 0.318 -0.349
C 0.549 0.047 0.000 0.687
H 0.575 1.869 0.470 0.198
H 2.186 1.150 0.473 0.210
H -2.490 -0.926 -0.144 0.246
H -0.762 -1.670 -0.304 0.296

17
Properties=species:S:1:pos:R:3:mulliken_charge:R:1 method="wB97M-V/def2-TZVPD" homo_ev=-8.160 homo_lumo_gap_ev=9.102 charge=0 e_tot_ev=-9438.4010 de_lowest_kcal_mol=107.0 largest_force_ev_per_a=2.78 multiplicity=1 smiles=COC[C@H]1C[C@H]1O
O -1.154 1.465 1.080 -0.587
O 1.014 -0.156 0.584 -0.369
C 0.588 -0.330 -0.781 -0.539
C -1.953 -0.627 -0.129 -0.561
C -0.893 -0.050 -1.017 -0.231
C -1.778 0.833 0.039 -0.121
C 2.407 -0.333 0.759 -0.764
H 0.851 -1.367 -1.072 0.362
H 2.634 -0.162 1.815 0.249
H -1.271 0.956 -1.443 0.226
H -2.629 1.420 -0.340 0.380
H -0.229 1.165 1.067 0.483
H -2.852 -1.038 -0.581 0.261
H 2.993 0.375 0.154 0.318
H -1.652 -1.121 0.789 0.226
H 2.728 -1.353 0.495 0.276
H 1.195 0.322 -1.420 0.390

16
Properties=species:S:1:pos:R:3:mulliken_charge:R:1 method="wB97M-V/def2-TZVPD" homo_ev=-9.605 homo_lumo_gap_ev=9.497 charge=0 e_tot_ev=-30022.6971 de_lowest_kcal_mol=10.4 largest_force_ev_per_a=0.98 multiplicity=1 smiles=SS.O.O.O.O
S -1.416 0.111 -0.587 -0.121
S -1.559 -1.225 1.010 -0.245
O 1.873 -0.032 1.808 -0.634
O 1.842 -2.143 -0.339 -0.661
O -0.497 3.230 -0.668 -0.594
O 2.049 0.580 -1.470 -0.634
H 2.788 -0.149 2.076 0.299
H 1.442 0.867 -2.156 0.283
H 2.045 1.306 -0.827 0.330
H -1.407 3.293 -0.984 0.304
H 0.924 -2.426 -0.388 0.308
H -2.693 0.405 -0.852 0.132
H -1.288 -0.201 1.832 0.209
H 1.867 -1.323 -0.860 0.375
H 1.688 -0.830 1.294 0.348
H -0.001 3.289 -1.492 0.301

166
Properties=species:S:1:pos:R:3:mulliken_charge:R:1 method="wB97M-V/def2-TZVPD" homo_ev=-10.566 homo_lumo_gap_ev=5.789 charge=+2 e_tot_ev=-81186.9014 largest_force_ev_per_a=1.30 multiplicity=1
O 2.644 -6.889 1.079 -0.277
O 1.797 6.948 -1.401 -0.287
O 2.857 -1.522 -8.678 -0.330
O -0.099 -1.201 -1.817 -0.680
O 0.846 -2.075 -5.576 -0.325
O 0.739 4.916 1.202 -0.449
O 4.539 -2.793 0.542 -0.149
O -1.041 0.770 -1.337 -0.605
N 2.695 -4.604 -0.333 -0.081
N 3.085 -3.875 3.680 0.100
N -1.883 -5.512 0.050 0.067
N -4.355 4.437 1.173 0.286
N -2.143 0.385 5.592 0.308
N 3.252 1.946 -0.736 0.121
N -5.246 0.135 -2.262 -0.002
N 3.442 -2.772 -6.354 -0.157
N 0.795 4.516 -1.405 0.155
C 2.663 0.916 -0.032 -0.913
C -0.264 1.551 4.379 0.524
C -1.573 -0.943 5.587 -0.882
C -3.343 2.129 1.090 -1.103
C -3.071 -4.965 1.855 -1.237
C 1.608 -2.263 3.357 0.299
C 0.998 6.669 -2.523 -0.796
C 3.927 -2.502 -0.683 -0.464
C 2.901 -2.514 3.706 -1.345
C -5.536 3.976 1.908 -0.268
C -5.594 -0.209 -0.110 -0.153
C 2.569 -8.052 1.898 -0.913
C -1.762 1.219 4.477 -0.663
C -0.022 3.552 -0.620 0.027
C 1.392 -5.307 -0.130 0.126
C -2.761 -5.984 1.008 -0.475
C 3.166 -1.839 -5.219 -0.764
C 5.781 -2.151 0.705 -0.894
C 4.291 2.472 -0.022 -0.634
C -3.827 3.361 0.352 -0.213
C 4.088 -1.187 -8.092 -0.524
C 2.570 -3.150 -0.652 0.606
C -3.087 0.613 7.870 -1.188
C 4.432 1.734 1.121 -0.969
C -6.029 4.965 2.953 -1.492
C 4.518 -2.408 -7.345 -0.669
C 1.839 -2.232 -4.603 -0.424
C -0.310 -2.875 -5.336 -0.633
C -1.854 -1.677 4.285 -0.606
C -2.381 -3.804 1.383 0.523
C 0.960 -3.522 3.171 -0.126
C 2.859 7.847 -1.660 -0.832
C 0.033 5.587 -2.099 -0.364
C -1.988 1.027 6.888 -0.594
C -0.392 4.225 0.696 1.313
C -4.683 5.575 0.330 -0.276
C -6.759 0.385 -0.665 -0.751
C 1.538 4.053 1.989 -0.562
C -4.657 -0.304 -1.112 -0.619
C -3.444 6.341 -0.145 -1.283
C -0.559 -0.333 -1.011 -0.518
C -1.699 -4.165 0.260 -1.373
C -6.520 0.573 -1.998 -0.691
C 3.447 0.701 1.067 -0.066
C -0.603 -0.673 0.472 1.736
C 2.304 -0.495 -9.491 -0.794
C 1.918 -4.482 3.307 -1.434
C 1.627 -6.770 0.126 -1.015
H 1.907 -2.678 0.073 -0.759
H 3.696 -1.442 -0.847 0.168
H 5.426 -2.209 -6.773 0.344
H 2.510 8.809 -2.043 0.304
H -6.722 4.452 3.619 0.441
H -0.928 -2.807 -6.229 0.262
H 2.903 2.314 -1.601 0.230
H 2.954 -0.279 -10.343 0.343
H 4.635 -3.272 -7.991 0.384
H 3.359 8.027 -0.712 0.265
H 1.961 -7.236 -0.819 0.352
H 2.411 4.566 2.387 0.391
H -2.918 -1.598 4.034 0.450
H -2.276 -2.825 1.818 0.415
H 3.920 -4.328 4.005 0.239
H 1.826 -5.555 3.311 0.619
H 1.135 -1.297 3.283 0.559
H 2.391 -8.938 1.279 0.378
H 3.288 -5.085 -1.013 0.461
H -4.531 3.023 -0.436 0.248
H -0.480 -0.937 5.749 0.280
H -0.679 5.967 -1.370 0.152
H -0.062 -3.637 2.846 0.594
H 2.063 -3.100 -1.618 -0.120
H -5.252 3.073 2.448 0.300
H -5.227 6.302 0.929 0.377
H -5.275 5.296 -0.557 0.283
H -1.574 -6.018 -0.759 0.273
H -7.136 1.003 -2.769 0.416
H 0.924 -4.711 0.653 -0.265
H -2.014 0.710 3.546 -0.262
H 1.626 6.314 -3.355 0.411
H -3.659 -5.056 2.752 0.459
H 3.230 -4.705 0.544 0.722
H -2.839 6.578 0.738 0.282
H -2.747 0.679 8.907 0.354
H 1.616 -1.570 -3.752 0.298
H 4.565 -2.903 -1.489 0.432
H 0.583 2.671 -0.416 -0.924
H 0.116 -1.481 0.659 -0.955
H 0.686 -7.270 0.371 0.535
H 0.832 -5.090 -1.043 0.380
H 1.426 3.979 -1.997 0.414
H -7.680 0.576 -0.141 0.454
H -2.701 2.364 1.944 0.065
H 4.835 3.338 -0.362 0.486
H 1.893 -3.274 -4.246 0.356
H -3.389 -0.425 7.727 0.302
H -2.303 2.165 4.513 0.607
H -3.050 -7.021 0.968 0.446
H 1.855 0.381 -0.512 0.574
H 6.526 -2.482 -0.030 0.327
H -0.456 5.129 -2.956 0.450
H 3.753 -1.893 3.927 0.526
H 1.783 -7.949 2.647 0.373
H -0.096 2.151 3.484 -0.953
H -0.898 3.230 -1.180 0.465
H 1.377 -0.882 -9.909 0.262
H 0.092 2.100 5.253 0.577
H -3.969 1.245 7.784 0.310
H -0.341 0.166 1.118 0.108
H 3.571 7.412 -2.370 0.336
H -4.187 1.549 1.470 0.593
H -6.357 3.733 1.215 0.257
H -4.938 0.026 -3.210 0.224
H 2.096 0.392 -8.890 0.319
H -2.800 5.787 -0.833 0.133
H 3.955 -2.011 -4.485 0.446
H -1.688 -2.753 4.311 0.703
H 0.942 3.695 2.828 0.331
H -2.838 1.418 0.435 0.019
H 4.027 -0.286 -7.468 0.360
H 6.156 -2.299 1.713 0.284
H -0.868 -2.491 -4.480 0.107
H -0.724 3.465 1.412 -0.385
H -0.030 -3.924 -5.195 0.387
H -5.467 -0.555 0.903 0.586
H 2.582 -2.927 -6.902 0.464
H 3.541 -8.202 2.359 0.248
H -1.288 -1.215 3.472 -0.413
H 4.839 -0.948 -8.858 0.510
H -1.254 4.890 0.621 -0.677
H 3.300 -0.059 1.821 0.466
H -0.997 0.857 7.334 0.334
H -1.234 -3.493 -0.451 0.880
H 1.930 3.194 1.428 0.313
H -5.219 5.358 3.569 0.325
H 5.141 1.916 1.910 0.464
H 1.462 4.995 -0.772 0.672
H 5.701 -1.063 0.558 0.298
H 3.195 -0.816 -5.574 0.366
H -2.045 -1.501 6.397 0.486
H -3.704 7.290 -0.615 0.522
H 3.659 -3.688 -5.959 0.419
H -1.565 -1.081 0.785 0.242
H 0.360 0.657 4.291 -0.051
H -2.075 2.110 6.766 0.412
H -6.514 5.824 2.489 0.392
H -2.990 3.738 -0.248 0.008
H -3.645 -0.670 -1.083 0.585
H 0.434 7.547 -2.854 0.440

85
Properties=species:S:1:pos:R:3:mulliken_charge:R:1 method="wB97M-V/def2-TZVPD" homo_ev="-9.917 / -9.957" homo_lumo_gap_ev="4.797 / 6.112" charge=+1 e_tot_ev=-250444.7573 largest_force_ev_per_a=1.00 multiplicity=4
I 1.561 1.020 -9.277 0.103
Br 2.325 5.959 -0.066 -0.134
Br -2.862 8.230 -0.137 -0.192
Mn -0.207 1.809 -0.684 0.400
S 2.181 0.994 -0.544 -0.646
O -0.114 1.713 -2.518 -0.488
O -1.011 3.636 -3.254 -0.571
O 0.699 3.398 -0.522 -0.336
O 0.227 -6.739 2.653 -0.418
O -1.048 0.149 -0.602 -0.922
N -0.338 1.658 1.326 0.460
N 2.939 -1.280 0.694 -0.428
N -2.247 -2.426 5.152 -0.613
N 3.749 -0.871 -1.446 0.039
N -1.861 3.040 -0.632 1.026
N -2.274 -1.293 4.648 -0.343
C -1.600 -5.880 4.000 -0.443
C -2.164 -4.777 4.631 -0.727
C -0.395 6.870 -0.120 -0.287
C -0.286 3.006 -5.899 -0.430
C 3.739 -3.117 2.032 -0.698
C -2.122 -1.415 0.892 -0.514
C -4.079 3.850 -0.771 -1.126
C 5.493 -2.116 -2.600 -1.434
C 0.242 -4.499 3.299 -0.634
C -3.635 1.406 -1.106 -1.738
C -1.025 0.540 1.693 0.639
C 1.291 0.745 -6.279 -0.568
C -1.578 -3.528 4.533 -0.081
C -0.042 4.497 -0.394 0.048
C -1.955 -1.003 3.294 -0.226
C 0.069 2.215 -4.814 -0.099
C -0.089 2.217 3.618 -1.157
C 0.139 2.671 -7.176 -0.558
C -0.340 -3.404 3.893 0.212
C 3.768 -2.318 0.773 1.001
C 2.955 -0.518 -0.391 0.323
C -1.437 4.336 -0.460 0.502
C -1.295 0.222 3.028 0.601
C 0.858 1.086 -5.007 -0.241
C 4.627 -1.896 -1.407 0.806
C -1.745 6.710 -0.229 -0.033
C 0.924 1.540 -7.355 -0.049
C 4.654 -2.648 -0.266 -0.816
C -2.312 5.426 -0.407 0.401
C -0.411 2.606 -3.452 0.801
C -2.372 -1.772 2.229 -0.438
C -1.410 -0.274 0.613 0.536
C -3.685 5.136 -0.558 -0.905
C 0.139 2.458 2.256 -0.324
C 0.460 5.758 -0.204 -0.257
C -3.146 2.792 -0.826 0.946
C -0.405 -8.012 2.621 -0.912
C -0.401 -5.741 3.314 0.547
C -0.812 1.118 4.007 -0.605
H 3.706 -0.263 -2.256 0.262
H -4.410 5.938 -0.527 0.377
H 6.177 -2.942 -2.429 0.362
H 0.025 7.856 0.021 0.466
H 4.489 -3.904 2.023 0.380
H -1.372 -7.956 2.117 0.373
H 1.903 -0.133 -6.433 0.387
H 2.753 -3.564 2.160 -0.045
H -2.100 -6.835 4.061 0.409
H 1.201 -4.424 2.804 0.495
H -4.558 1.451 -1.679 0.619
H -1.018 0.924 5.053 0.553
H -2.915 -2.685 2.435 0.481
H 6.074 -1.218 -2.817 0.381
H -0.537 -8.415 3.627 0.369
H -2.462 -2.046 0.081 0.570
H -0.897 3.882 -5.733 0.482
H -2.896 0.832 -1.654 0.264
H -3.844 0.886 -0.167 0.194
H -5.122 3.613 -0.921 0.534
H 0.173 -2.450 3.893 0.389
H 1.121 0.475 -4.154 0.402
H 0.257 -8.662 2.059 0.237
H -3.106 -4.870 5.157 0.421
H 0.716 3.310 1.919 0.698
H 4.885 -2.340 -3.478 0.354
H 0.309 2.909 4.346 0.453
H 5.339 -3.477 -0.170 0.389
H -0.140 3.284 -8.021 0.392
H 3.910 -2.462 2.886 0.357

8
Properties=species:S:1:pos:R:3:mulliken_charge:R:1 method="wB97M-V/def2-TZVPD" homo_ev="-8.983 / -8.984" homo_lumo_gap_ev="8.444 / 8.445" charge=0 e_tot_ev=-85045.9453 de_lowest_kcal_mol=34.7 largest_force_ev_per_a=3.57 multiplicity=1
Br 1.442 2.148 -1.704 -0.059
S 1.463 -0.757 -2.440 0.356
O 2.083 0.021 -3.544 -0.512
C 0.916 0.376 -1.278 0.219
C 0.007 0.088 -0.120 -0.973
H 0.167 -0.772 0.418 0.367
H -0.992 0.007 -0.369 0.305
H 0.218 0.976 0.486 0.297

23
Properties=species:S:1:pos:R:3:mulliken_charge:R:1 method="wB97M-V/def2-TZVPD" homo_ev=-4.621 homo_lumo_gap_ev=7.359 charge=-1 e_tot_ev=-34546.7152 largest_force_ev_per_a=4.67 multiplicity=1
I 3.695 1.268 -0.399 -0.099
S 1.902 -2.100 0.743 0.655
O 1.235 -0.706 -0.309 -0.456
O 2.989 -3.814 1.082 -0.581
O 3.556 -4.918 -0.889 -0.642
O 0.731 -2.386 1.522 -0.600
C -0.605 0.604 0.572 -0.276
C 2.936 -4.145 -0.181 0.555
C -1.656 0.222 -0.480 -1.238
C 1.649 1.596 0.072 0.195
C 0.862 0.509 0.016 0.111
C 1.265 2.992 0.345 -1.122
C 1.908 -3.136 -0.861 -0.632
H 0.341 2.993 0.984 0.289
H -1.726 1.071 -1.153 0.299
H -0.648 1.542 1.162 0.360
H -2.626 0.317 -0.071 0.373
H 0.977 -3.613 -0.820 0.306
H 2.065 3.553 0.803 0.393
H -0.445 -0.213 1.245 0.219
H -1.411 -0.691 -0.897 0.326
H 0.972 3.474 -0.560 0.248
H 2.318 -2.646 -1.698 0.317